A molecular structure, C11H58BF3FeN2O19S in a non-equilibrium geometry. Source: the OMol25 dataset; level of theory: ωB97M-V with the def2-TZVPD basis set.

Geometry as XYZ:
```
96
Properties=species:S:1:pos:R:3:forces:R:3:lowdin_charge:R:1
Fe -0.287 0.389 0.025 -0.6 -0.3 0.0 1.021
B 0.040 2.327 0.630 0.3 1.4 0.6 -0.368
H -0.884 2.142 0.106 -3.6 0.0 -1.9 -0.011
H 0.264 3.364 0.824 0.5 3.4 0.6 0.015
H 0.087 1.759 1.547 -0.1 -1.8 3.3 0.018
H 0.829 1.935 0.007 3.4 -1.4 -2.7 0.003
C -3.726 2.570 1.457 2.3 -1.3 0.0 -0.657
F -3.512 3.030 0.226 -0.1 0.1 -0.1 0.144
F -2.849 3.184 2.286 -0.5 -0.5 -0.4 0.134
F -4.926 2.804 1.841 -1.5 0.4 0.4 0.206
S -3.434 0.666 1.439 -2.1 -1.1 -0.4 0.650
O -3.504 0.233 2.839 -0.5 0.9 -1.2 -0.294
O -4.450 0.129 0.500 1.5 1.3 1.9 -0.303
O -2.082 0.457 0.915 0.1 0.1 0.0 -0.378
C 0.928 -1.980 -4.935 0.0 0.4 0.0 -0.065
C 1.065 -0.638 -4.195 -0.2 -0.5 -1.1 -0.295
O 2.343 -0.027 -4.411 0.0 0.1 0.9 -0.087
H 0.386 -2.687 -4.308 0.1 -0.2 -0.2 0.066
H 1.908 -2.365 -5.216 0.0 -0.2 0.3 0.076
H 0.385 -1.839 -5.870 -0.1 -0.1 0.0 0.072
H 0.880 -0.791 -3.132 0.4 0.4 -0.1 0.085
H 0.293 0.018 -4.597 -0.1 0.3 0.3 0.107
H 2.536 0.055 -5.348 -0.2 -0.1 -0.1 0.097
O 0.420 -3.396 1.155 0.2 -0.1 -0.3 -0.022
H 0.791 -4.220 0.837 -0.1 -0.4 -0.1 0.061
H 0.636 -3.380 2.087 -0.1 0.2 0.3 0.063
O 2.858 -1.172 2.140 0.4 -0.3 0.1 -0.001
H 3.184 -1.296 3.032 0.1 0.1 0.4 0.074
H 3.619 -1.332 1.582 0.1 0.0 -0.2 0.068
O -2.918 0.243 -3.583 0.1 0.1 -0.2 -0.026
H -2.783 1.070 -4.047 -0.1 0.5 -0.2 0.077
H -3.342 -0.326 -4.226 -0.1 -0.3 -0.3 0.076
O 1.423 2.190 -2.699 -0.3 0.1 0.4 -0.024
H 1.971 1.648 -3.267 0.2 -0.5 -0.4 0.011
H 1.494 3.071 -3.067 0.0 0.4 0.0 0.055
O 4.105 0.704 -0.941 -0.2 0.0 0.1 -0.013
H 4.778 0.991 -1.559 0.1 0.2 -0.3 0.071
H 4.540 0.045 -0.401 0.2 -0.1 0.2 0.049
O -1.660 -1.564 3.116 1.2 -0.9 0.1 -0.046
H -2.411 -0.982 3.234 -0.7 0.8 -0.1 -0.019
H -1.928 -2.387 3.524 0.1 -0.2 0.1 0.056
O -1.047 0.842 -1.805 0.6 0.0 0.3 -0.049
H -0.802 1.718 -2.106 0.3 1.0 -0.1 0.034
H -1.610 0.499 -2.500 -0.6 -0.9 -0.2 0.028
O -1.518 3.647 -2.449 -0.4 -0.7 -0.4 -0.037
H -0.827 4.277 -2.244 0.7 0.5 0.3 -0.005
H -2.303 4.183 -2.565 -0.3 0.0 0.0 0.054
O 1.552 -0.147 -0.800 -0.7 0.4 0.4 -0.065
H 2.286 0.425 -1.025 0.5 0.9 -0.1 0.031
H 1.836 -1.020 -1.070 -0.1 -1.1 -0.2 0.004
O 0.441 -0.442 1.695 -0.1 -0.3 0.3 -0.073
H -0.056 -0.774 2.443 -1.4 -0.2 0.4 0.056
H 1.353 -0.641 1.906 1.1 0.1 -0.4 0.011
O 2.126 -2.637 -1.273 0.1 -0.3 -0.1 -0.006
H 2.573 -3.129 -1.962 0.1 0.0 -0.4 0.081
H 2.316 -3.122 -0.470 -0.1 0.0 0.4 0.049
O 0.524 4.962 -1.177 0.1 0.3 -0.7 -0.040
H 0.371 4.224 -0.587 0.1 -0.4 0.4 -0.021
H 0.224 5.727 -0.686 0.0 0.3 0.1 0.068
O -0.892 -1.503 -0.440 1.6 -0.1 -0.1 -0.060
H -1.751 -1.810 -0.731 -2.0 0.5 -0.9 0.017
H -0.499 -2.261 -0.008 0.7 -0.3 0.7 0.029
C -2.875 -3.676 -2.707 0.3 -0.6 -0.3 -0.045
C -3.810 -3.072 -1.638 -0.3 -2.6 -1.7 -0.401
C -3.816 -3.852 -0.303 -0.2 1.1 0.6 -0.226
O -4.286 -5.166 -0.352 -0.6 -1.5 0.7 -0.169
C -4.401 -5.750 1.015 1.2 1.3 -0.8 -0.045
N -3.395 -1.716 -1.493 0.0 0.4 1.1 0.056
H -2.737 -3.029 -3.574 0.0 0.7 0.2 0.062
H -3.151 -4.586 -3.240 -0.6 -0.4 0.7 0.081
H -1.883 -3.867 -2.298 0.2 0.1 0.1 0.072
H -4.825 -3.159 -2.024 -0.3 0.1 -0.1 0.142
H -4.467 -3.319 0.389 -0.2 0.5 0.1 0.126
H -2.828 -3.763 0.148 0.6 -0.3 0.1 0.113
H -4.695 -6.796 1.105 -0.1 0.1 -1.0 0.087
H -5.038 -5.168 1.680 -0.3 0.3 -0.3 0.083
H -3.391 -5.659 1.415 0.1 -0.2 0.3 0.073
H -4.090 -1.247 -0.929 0.2 0.6 0.4 0.065
H -3.377 -1.222 -2.373 0.0 -0.3 0.1 0.053
C 3.819 3.079 2.027 1.7 -0.2 -0.2 -0.052
C 3.132 3.072 3.350 -0.3 -0.2 1.3 -0.472
C 4.003 3.516 4.587 0.7 -1.6 -0.4 -0.122
O 5.026 2.538 4.966 -0.2 0.6 -1.0 -0.194
C 4.541 1.220 5.080 0.8 0.2 0.2 -0.138
N 2.090 4.033 3.254 -1.6 1.5 0.1 0.035
H 4.635 2.358 1.975 0.1 -0.1 0.2 0.074
H 4.286 4.059 1.927 0.0 0.1 -0.3 0.093
H 3.208 2.872 1.148 -0.4 0.1 0.3 0.072
H 2.668 2.106 3.553 0.4 -0.5 0.1 0.114
H 3.453 3.659 5.518 -0.8 0.1 -0.3 0.119
H 4.499 4.460 4.359 0.2 -0.2 -0.1 0.125
H 4.314 0.757 4.120 -0.7 0.2 -0.3 0.054
H 3.725 1.202 5.802 -0.3 -0.4 -0.1 0.096
H 5.367 0.589 5.407 0.1 0.3 0.6 0.088
H 1.404 3.951 3.990 0.1 0.0 0.4 0.085
H 1.530 3.914 2.422 0.2 -0.1 -0.3 0.042
```
Positions in Å, forces in eV/Å.

Results
E, eV: -108274.4746
Multiplicity: 6
Highest occupied orbital energy (spin up / spin down), eV: -10.77 / -10.77
LUMO level (spin up / spin down), eV: -3.0 / -4.0
Max |F|, hartree/bohr: 0.0886
Orbital gap (spin up / spin down), eV: 7.727 / 6.789
Net charge: +1

---

C11H5Cl2N3O2 in the gas phase in a non-equilibrium geometry. Source: the OMol25 dataset; level of theory: ωB97M-V with the def2-TZVPD basis set.

Geometry as XYZ:
```
23
Properties=species:S:1:pos:R:3:forces:R:3:lowdin_charge:R:1
Cl -0.923 -5.050 -3.765 -0.1 0.3 0.5 0.648
C -0.494 -3.808 -2.596 -1.9 0.0 -0.6 -0.637
C 0.820 -3.544 -2.400 1.3 0.1 0.2 -0.116
C 1.165 -2.524 -1.534 0.1 0.7 0.9 -0.001
C 0.154 -1.744 -0.906 0.5 -1.1 -1.4 -0.193
C 0.549 -0.570 -0.065 -0.7 0.1 0.1 -0.269
N 1.797 -0.252 0.166 -0.5 -0.1 -0.3 0.143
O 1.730 0.961 0.842 -1.2 0.4 0.0 0.015
C 0.403 1.252 0.943 -0.9 -2.8 -0.6 -0.272
C -0.137 2.372 1.602 1.2 1.5 0.8 -0.236
O -1.483 2.617 1.647 0.5 0.9 0.3 0.080
C -1.619 3.824 2.291 2.6 0.4 0.6 -0.064
C -0.391 4.325 2.693 -0.5 -1.1 -1.0 -0.040
C 0.587 3.354 2.214 -0.4 1.4 0.7 -0.540
Cl 2.338 3.532 2.391 -1.6 -0.3 -0.2 0.686
N -0.381 0.318 0.462 1.4 0.1 -0.6 0.229
N -1.140 -1.986 -1.187 -0.1 -0.4 0.2 0.120
C -1.488 -3.017 -1.985 1.9 0.4 0.4 -0.121
H 1.572 -4.133 -2.929 -0.2 0.2 0.3 0.116
H 2.222 -2.317 -1.335 -0.4 0.0 -0.1 0.116
H -2.543 4.340 2.436 -0.7 -0.6 -0.3 0.121
H -0.209 5.284 3.167 0.0 -0.4 0.0 0.111
H -2.528 -3.235 -2.155 -0.2 0.2 0.0 0.104
```
Positions in Å, forces in eV/Å.

Results
E, eV: -45096.0188
Multiplicity: 1
Highest occupied orbital energy, eV: -9.06
SMILES string: Clc1ccc(-c2noc(-c3occc3Cl)n2)nc1
LUMO level, eV: -0.2
Max |F|, hartree/bohr: 0.0586
Orbital gap, eV: 8.898
Net charge: 0

---

A molecular structure, C11H6LuN5OS2 in a non-equilibrium geometry. Source: the OMol25 dataset; level of theory: ωB97M-V with the def2-TZVPD basis set.

Geometry as XYZ:
```
26
Properties=species:S:1:pos:R:3:forces:R:3:lowdin_charge:R:1
Lu 12.302 7.494 4.026 -1.2 -1.1 0.5 1.629
S 14.920 9.753 4.646 -0.3 -0.9 1.0 1.220
C 15.446 8.673 5.973 1.3 2.7 -1.5 -0.454
C 16.707 9.216 6.441 2.5 0.7 1.0 -0.242
N 17.759 9.609 6.814 -3.2 -1.1 -1.2 0.278
C 14.913 7.541 6.569 0.9 -0.1 1.4 -0.668
S 13.537 6.725 6.129 0.0 -1.3 0.7 0.762
C 15.694 7.142 7.776 0.8 0.0 3.7 -0.161
N 16.205 7.056 8.860 -2.2 0.2 -5.0 0.274
O 12.480 9.400 3.439 2.1 1.7 0.7 -0.377
N 13.358 9.375 4.548 -1.4 -1.4 -1.1 -0.577
N 8.392 8.265 5.315 1.0 -1.0 -0.6 0.162
C 9.704 8.255 4.932 -2.4 -0.4 0.5 -0.178
N 10.177 7.021 4.683 -1.3 0.2 0.4 -0.088
C 9.041 6.141 5.022 0.5 0.7 -0.6 -0.189
C 9.033 4.762 5.212 0.4 -0.4 0.1 -0.020
C 7.961 4.233 5.923 -1.2 0.0 1.0 -0.032
C 6.778 5.019 6.169 -0.2 0.5 -0.1 -0.029
C 6.745 6.381 5.873 -0.6 0.3 0.0 -0.001
C 7.914 6.914 5.340 1.9 1.2 0.5 -0.165
H 7.853 9.067 5.636 0.3 -0.1 -0.3 0.185
H 10.251 9.183 4.836 0.0 0.1 0.0 0.125
H 9.873 4.162 4.827 -0.4 0.1 0.7 0.123
H 7.995 3.278 6.506 0.1 0.5 -1.5 0.138
H 5.825 4.634 6.607 1.3 -0.1 -0.2 0.138
H 5.873 7.054 6.099 0.9 -1.0 -0.2 0.147
```
Positions in Å, forces in eV/Å.

Results
E, eV: -76272.2047
Multiplicity: 1
Highest occupied orbital energy (spin up / spin down), eV: -15.28 / -15.28
LUMO level (spin up / spin down), eV: -10.0 / -10.9
Max |F|, hartree/bohr: 0.1063
Orbital gap (spin up / spin down), eV: 5.318 / 4.375
Net charge: +2